[1]
113
Properties=species:S:1:pos:R:3:lowdin_charge:R:1 method="wB97M-V/def2-TZVPD" homo_lumo_gap_ev=5.83 lumo_energy_ev=-4.375 total_charge=+1
H 1.552 -4.126 -3.997 0.127
C 3.132 -4.576 -2.625 -0.249
C 3.060 4.696 -0.546 -0.058
H 4.194 -6.451 -2.678 0.078
H -3.326 5.524 3.898 0.109
H -4.785 0.942 3.119 0.109
H -6.758 1.889 -0.565 0.109
H -2.439 3.264 3.371 0.124
H 3.262 -2.979 3.825 0.097
H 2.536 -6.532 -3.288 0.085
H -2.813 -5.289 -1.343 0.118
H 1.127 -0.941 -3.884 0.090
C 1.577 -5.940 3.841 -0.318
H 3.668 -5.418 3.840 0.117
O -1.169 2.604 1.210 -0.376
H -0.548 -6.040 -0.400 0.130
C 3.434 -5.913 -3.242 -0.036
O -2.414 0.603 -2.303 -0.463
H 1.593 -5.406 0.708 0.123
C 2.431 -3.677 3.811 -0.064
N 3.713 -0.723 3.669 0.136
H 5.546 -0.600 4.580 0.120
H 1.017 4.623 6.625 0.111
H 0.168 2.275 -1.374 0.043
C -2.301 4.090 2.687 -0.020
H 3.855 5.392 -0.310 0.112
C 4.233 1.642 2.467 -0.101
H 0.811 4.845 2.367 0.102
C -1.300 -4.019 -0.454 -0.137
H 3.793 -5.791 -4.265 0.090
C -2.539 -4.273 -1.088 -0.023
H -4.614 1.582 -1.782 0.111
N 0.195 -2.393 0.521 -0.042
H 5.060 -1.629 0.040 0.081
H 1.221 3.589 -3.170 0.116
C -1.915 6.175 0.892 -0.068
H -0.912 4.719 -0.342 0.111
H 3.747 -2.142 1.083 0.034
C 1.579 3.687 -2.153 -0.062
H 0.819 2.151 6.509 0.116
H 6.143 1.579 3.461 0.108
C 0.832 2.746 5.604 -0.049
O 1.132 -0.949 5.061 -0.262
H 2.823 4.062 1.484 0.090
H -0.963 -3.684 3.774 0.120
C -2.591 6.403 2.082 -0.082
C 4.393 -2.465 0.260 -0.080
H 3.065 5.154 -2.642 0.112
C 0.047 -4.072 3.801 -0.055
C -4.749 1.095 2.048 -0.064
H 0.061 -2.346 -3.816 0.088
C -3.549 0.930 1.371 -0.089
C 2.846 -0.111 2.857 -0.521
C -1.821 -1.603 -0.462 -0.274
S 0.778 -1.483 3.783 0.607
C 4.863 -0.105 3.899 -0.092
C -5.860 1.622 -0.022 -0.065
H -3.699 -1.102 -1.358 0.101
As 0.505 2.028 1.489 1.250
H -2.973 7.389 2.310 0.105
H 1.051 -7.898 4.099 0.099
H 0.116 -1.197 -2.479 0.024
C -0.984 -2.690 -0.117 -0.153
H 1.980 -3.019 1.282 0.087
H -2.653 0.635 1.911 0.093
C -1.427 4.910 0.591 -0.014
C 2.578 -2.078 -1.502 -0.510
H 2.716 -7.621 4.083 0.098
O -0.584 -1.324 3.301 -0.352
C 1.829 -2.528 -2.607 -0.302
C -3.016 -1.888 -1.074 0.007
C -2.789 5.356 2.973 -0.066
C 0.734 2.108 4.376 -0.087
C -4.665 1.455 -0.707 -0.076
N -1.319 -0.324 -0.115 -0.384
H -4.319 -3.402 -1.847 0.117
Te 2.283 -0.130 -0.800 1.314
H 5.002 -3.297 0.611 0.085
C 2.482 3.943 0.466 -0.110
C 3.591 -2.876 -0.948 -0.330
C 0.271 -5.434 3.837 -0.021
H -6.835 1.572 1.888 0.107
C 2.652 -5.038 3.825 -0.016
C 0.941 4.126 5.665 -0.060
N 1.650 -0.742 2.573 -0.279
C -3.365 -3.223 -1.368 -0.037
C 2.125 -3.772 -3.146 -0.006
H 0.636 1.040 4.358 0.055
H -1.772 6.983 0.185 0.108
C 1.072 -3.330 0.788 -0.133
N 1.803 -7.297 3.809 0.117
C -1.615 3.877 1.499 -0.355
H 4.628 -4.740 -1.103 0.120
C 0.759 2.854 3.207 -0.326
S -1.990 1.010 -0.951 0.917
C 5.192 1.095 3.294 -0.029
H -0.571 -6.117 3.854 0.119
C 0.838 -4.672 0.465 -0.012
C 0.941 4.875 4.496 -0.057
C 0.844 4.244 3.265 -0.108
C -5.902 1.444 1.354 -0.070
C -3.521 1.108 -0.005 -0.364
C -0.341 -5.009 -0.138 0.037
H 1.003 5.954 4.537 0.113
Pt 0.335 -0.378 0.993 0.924
C 1.129 -3.197 3.777 -0.324
C 3.847 -4.115 -1.524 -0.011
C 1.454 3.059 0.167 -0.402
C 0.996 2.938 -1.144 -0.210
C 0.720 -1.710 -3.224 -0.074
H 4.406 2.578 1.954 0.104
C 2.613 4.565 -1.855 -0.057
N 3.053 1.062 2.259 0.059

[2]
116
Properties=species:S:1:pos:R:3:lowdin_charge:R:1 method="wB97M-V/def2-TZVPD" homo_lumo_gap_ev=7.89 lumo_energy_ev=0.176
H 8.586 7.783 6.801 0.115
H 17.006 14.192 17.515 0.089
H 16.098 10.368 17.729 0.105
S 14.102 13.794 11.167 0.052
H 10.091 16.832 16.089 0.107
B 9.180 15.733 13.560 -0.495
C 8.849 8.711 8.733 -0.056
C 11.151 16.632 10.742 -0.166
C 10.574 15.951 15.780 -0.058
C 9.223 8.415 7.425 -0.079
C 15.272 10.286 14.466 -0.106
H 14.708 10.278 19.879 0.141
C 10.898 9.970 8.938 -0.402
P 11.364 10.496 16.145 1.145
C 11.983 14.263 15.379 -0.160
H 9.638 12.773 16.124 0.066
H 10.646 8.681 5.900 0.099
C 9.796 10.887 17.068 -0.336
C 14.290 12.805 19.808 -0.010
O 15.384 13.514 10.557 -0.341
N 9.720 16.395 12.292 -0.040
C 9.171 12.123 16.838 -0.093
H 12.753 7.059 12.971 0.131
H 9.039 18.448 12.436 0.140
H 12.950 6.502 18.486 0.103
O 12.966 13.985 10.171 -0.577
H 13.377 10.390 11.685 0.029
H 11.605 7.721 16.943 0.083
C 16.277 14.084 19.536 -0.098
O 13.374 11.669 17.921 -0.040
H 9.431 9.787 10.496 0.094
H 16.321 7.911 17.311 0.101
C 15.555 10.827 15.705 -0.367
C 16.881 13.207 15.141 -0.381
C 13.972 8.274 19.287 -0.085
H 12.991 8.741 14.620 0.080
H 17.012 14.811 19.923 0.117
H 18.041 15.541 12.967 0.100
Lu 11.539 13.677 11.923 1.574
C 12.360 9.607 17.371 -0.291
H 11.913 16.354 10.039 0.096
H 13.239 9.107 10.424 0.070
H 14.923 10.961 13.684 0.086
H 15.461 8.639 13.140 0.099
C 11.588 15.228 16.326 -0.063
S 13.793 15.347 12.376 0.326
H 12.785 13.570 15.373 0.023
H 20.211 14.258 13.250 0.113
P 15.272 12.651 15.799 1.159
C 14.042 9.669 19.162 -0.042
C 8.607 12.272 12.570 -0.143
C 19.262 13.917 13.732 -0.080
H 10.464 6.264 12.306 0.105
H 7.599 13.491 17.379 0.090
H 9.017 11.434 12.050 0.074
C 19.289 12.933 14.730 -0.087
N 10.591 15.732 11.510 -0.088
H 11.975 9.366 11.737 0.045
H 15.987 14.809 14.052 0.031
C 10.942 9.002 15.124 -0.387
C 15.496 8.914 14.187 -0.094
H 8.724 8.945 15.177 0.092
C 9.693 17.684 11.962 -0.082
H 7.496 9.649 19.289 0.117
C 13.123 7.574 18.439 -0.085
C 18.118 12.558 15.388 -0.080
C 8.018 10.341 18.599 -0.099
C 12.702 9.811 11.058 -0.184
C 16.885 14.253 14.231 -0.098
C 9.686 9.520 9.486 -0.053
H 18.166 11.738 16.069 0.093
C 16.324 13.787 18.214 -0.079
C 10.602 17.931 10.951 -0.017
C 18.076 14.640 13.558 -0.059
C 9.155 9.973 17.937 -0.086
N 9.298 13.416 12.502 -0.077
H 13.485 12.408 20.404 0.124
C 15.272 13.622 20.360 -0.065
O 10.985 11.812 10.796 -0.661
C 8.001 12.513 17.517 -0.053
C 11.976 8.421 14.434 -0.150
H 15.274 13.977 21.348 0.090
N 11.254 14.426 14.277 -0.058
N 8.573 14.313 13.227 -0.013
C 11.215 9.770 7.624 -0.076
C 7.448 11.582 18.420 -0.087
H 11.989 15.522 17.263 0.089
N 10.369 15.432 14.519 -0.032
H 9.681 9.096 18.095 0.076
C 15.400 12.917 17.621 -0.265
H 6.584 11.850 18.956 0.084
C 9.646 8.534 14.796 -0.053
C 9.473 7.493 13.813 -0.076
C 10.362 8.946 6.886 -0.079
C 7.372 12.434 13.179 -0.042
H 12.146 10.179 7.177 0.131
H 14.678 7.754 19.973 0.119
C 15.873 8.052 15.211 -0.082
H 8.452 7.194 13.560 0.098
C 16.014 8.565 16.505 -0.066
H 10.886 18.844 10.545 0.075
H 8.469 16.519 14.123 0.116
H 6.628 14.163 14.233 0.114
H 6.563 11.786 13.285 0.077
S 11.969 11.005 9.892 1.052
C 11.803 7.472 13.442 -0.122
C 15.936 9.954 16.724 -0.084
O 13.594 12.653 12.007 -0.591
H 15.907 7.014 14.969 0.092
C 12.305 8.236 17.525 -0.097
H 20.199 12.421 14.971 0.092
C 7.404 13.757 13.637 -0.050
C 14.396 12.425 18.476 -0.286
C 10.562 6.971 13.129 -0.113
C 13.258 10.346 18.221 -0.262
H 7.890 8.371 9.101 0.110

[3]
108
Properties=species:S:1:pos:R:3:lowdin_charge:R:1 method="wB97M-V/def2-TZVPD" homo_lumo_gap_ev="6.64 / 5.01" lumo_energy_ev="-8.626 / -10.245" spin_multiplicity=5 e_above_lowest_kcal_mol=8.0 total_charge=+3
P 2.115 -1.374 -1.227 0.985
H 5.108 -0.049 -4.941 0.125
H 6.301 1.617 -3.564 0.125
H 1.403 -4.238 -1.492 0.119
H -1.362 4.632 0.616 0.094
C 4.007 -2.869 -0.016 -0.035
C 4.461 -2.223 4.623 -0.071
H 4.173 2.459 1.297 0.116
C -3.158 0.158 0.271 -0.279
H -4.789 -3.675 -4.391 0.122
C -0.390 -3.604 -4.304 -0.037
H 2.080 -0.598 5.247 0.133
C 4.870 -3.264 1.016 0.028
H 5.458 -4.032 3.851 0.138
H 3.891 0.558 -0.184 0.094
C -2.932 -0.987 -2.343 -0.353
C -4.397 -1.581 -4.154 -0.044
H -3.023 2.870 -0.234 0.110
H 2.393 4.533 2.693 0.075
P 0.808 2.688 0.508 0.169
C -2.770 4.202 -1.900 -0.049
H -3.886 0.437 -3.662 0.106
O 0.674 4.206 0.756 -0.246
H -0.996 -4.120 -5.038 0.126
H -3.368 -4.343 -2.478 0.121
C 0.605 -1.585 -3.481 -0.139
C 5.161 1.207 -1.792 -0.055
H -4.682 1.093 -0.885 0.118
H 3.362 3.829 0.524 0.122
H -5.597 -2.039 4.639 0.137
C -4.438 0.663 0.082 -0.059
C -1.863 1.991 -3.306 -0.199
C 4.142 0.451 -1.235 -0.137
C 3.346 -2.181 2.517 -0.070
C 3.309 3.115 1.344 -0.218
C -3.896 -0.538 2.435 -0.061
H 2.987 3.037 3.462 0.092
S -0.226 -1.361 0.987 0.844
H -3.139 5.064 -1.357 0.122
Te 1.134 2.263 -1.929 1.052
C -2.837 -0.484 1.502 -0.113
H 0.580 6.519 2.061 0.087
H 3.294 -1.400 -3.966 0.114
H 4.126 4.272 2.925 0.102
H -2.154 -2.638 -1.173 0.092
C 2.173 -1.001 4.247 0.023
C 1.185 -1.323 2.034 -0.297
H -0.059 6.752 0.419 0.093
C -0.196 -2.236 -4.411 -0.053
H -6.421 0.671 3.864 0.135
H 6.321 -2.558 3.482 0.135
H -6.939 -0.819 3.110 0.137
H 0.243 -0.299 3.650 0.122
H -1.140 6.829 1.817 0.101
H 5.781 -3.799 0.783 0.135
C 3.251 -1.755 3.859 -0.112
H -2.705 -2.573 4.892 0.137
H 0.822 -0.530 -3.608 0.070
H 0.040 -5.397 -3.198 0.127
C 4.826 0.100 -3.907 -0.033
C -2.753 -1.968 3.997 0.027
O -0.314 1.775 0.843 -0.368
H -0.646 -1.680 -5.224 0.122
C 1.201 -2.316 -2.439 -0.380
C -0.265 6.326 1.400 -0.048
C 3.799 -0.660 -3.358 -0.064
C -6.059 -0.256 3.419 -0.072
C 4.559 -2.865 2.288 -0.113
C -1.918 3.231 -3.929 -0.067
C 3.455 -0.482 -2.020 -0.403
C -3.862 -1.234 3.663 -0.109
H -5.029 -1.289 -4.983 0.121
C -1.670 -1.925 3.123 -0.046
H 4.160 -2.862 5.453 0.137
C 0.193 -4.327 -3.263 -0.028
H -0.749 4.403 2.271 0.129
C -5.167 -1.069 4.389 -0.072
H -6.427 1.051 0.819 0.135
Ru 0.205 -0.067 -0.830 0.604
H -5.005 -0.549 5.335 0.137
H 4.995 -1.379 5.061 0.134
C 5.323 -2.984 3.581 -0.070
C -2.281 1.843 -1.974 -0.418
C -1.658 -1.164 1.959 -0.293
C 0.971 -3.686 -2.317 -0.061
H -1.524 1.125 -3.868 0.104
C 3.184 3.778 2.686 -0.045
C -2.717 2.964 -1.269 -0.099
C 2.800 -2.216 0.194 -0.285
C -2.379 4.338 -3.226 -0.036
H 5.704 1.920 -1.184 0.118
C 5.499 1.033 -3.130 -0.034
C -2.789 -2.336 -2.011 -0.092
H 4.327 -3.052 -1.037 0.127
C -3.464 -3.298 -2.744 -0.059
C -5.176 0.020 2.232 -0.120
H -0.802 -2.522 3.363 0.126
P -2.161 0.196 -1.228 1.020
H -1.616 3.327 -4.964 0.125
C -5.453 0.634 1.043 0.026
C 1.133 -0.818 3.324 -0.043
C -0.552 4.858 1.305 -0.191
O 2.165 2.214 1.102 -0.278
H -2.440 5.301 -3.715 0.125
C -3.741 -0.608 -3.412 -0.074
O -0.249 -2.634 0.233 -0.394
C 2.389 -1.913 1.527 -0.135
C -4.263 -2.922 -3.819 -0.041

[4]
117
Properties=species:S:1:pos:R:3:lowdin_charge:R:1 method="wB97M-V/def2-TZVPD" homo_lumo_gap_ev=6.52 lumo_energy_ev=3.384 e_above_lowest_kcal_mol=8.9 total_charge=-2
C 4.756 -0.496 0.444 0.019
C 5.125 0.116 2.718 -0.087
Ga -0.452 -0.330 -0.306 0.462
C -2.233 1.780 2.939 -0.109
O -0.261 1.023 -1.901 -0.059
C 7.637 0.954 0.792 -0.032
C 1.843 -2.770 5.428 -0.108
H 0.455 -6.662 1.917 0.074
C -4.243 -4.434 3.783 -0.113
O -0.440 3.084 -2.733 -0.011
H -0.675 -4.211 -3.881 0.052
C 1.108 -2.005 6.323 -0.118
C 5.977 0.231 3.831 -0.144
H -3.283 -2.197 0.785 0.091
C -0.135 -1.513 5.940 -0.095
O -5.474 -1.938 -1.808 -0.361
C 1.502 0.052 -6.394 -0.111
C -3.960 1.007 -3.794 -0.035
H -3.262 1.409 -3.062 0.124
C 1.241 0.227 -4.018 -0.007
H -6.264 -4.254 3.074 0.087
C -1.674 0.805 2.123 -0.107
H 2.820 -3.148 5.712 0.091
H 2.076 -4.101 1.441 0.063
H 1.504 -1.779 7.306 0.089
Br -0.751 3.440 -5.863 0.744
O 1.713 0.741 1.767 0.106
H -5.630 -2.810 1.140 0.100
H -1.255 -4.300 -0.436 0.062
H -3.987 1.882 -7.614 0.076
H -2.956 3.805 3.052 0.080
H 7.847 -0.459 4.610 0.113
H -2.431 1.564 3.984 0.084
H -2.151 -4.445 4.259 0.096
H 7.421 1.738 1.520 0.081
C -1.052 -5.087 0.294 -0.088
H 7.179 1.244 -0.155 0.085
H 0.786 -5.483 3.200 0.057
H 1.928 -3.639 3.478 0.077
C 7.740 -0.934 2.500 -0.143
C -1.025 -3.405 -3.254 -0.420
C -4.830 -0.012 -3.428 -0.295
H -1.487 2.534 -0.775 0.073
C 2.835 0.296 1.679 -0.305
C 1.772 -0.420 -5.120 -0.073
C -2.372 -1.689 -2.024 -0.634
C -4.842 0.935 -6.036 -0.325
O -0.496 -1.783 1.042 -0.247
H 8.812 -1.022 2.320 0.112
C 7.063 -0.390 1.247 -0.324
C -0.646 -1.811 4.683 -0.095
O 3.371 -0.969 -1.758 0.009
H 7.981 0.930 3.546 0.112
H 2.166 0.950 4.163 0.142
H -3.293 2.272 -5.389 0.050
C -0.050 -4.623 1.360 -0.582
C 0.066 -2.596 3.765 -0.181
C 7.458 -0.021 3.690 -0.143
C 3.231 0.749 4.086 0.075
C 0.424 1.351 -4.143 -0.111
F 3.602 1.217 6.368 0.044
H 1.662 -5.258 0.162 0.078
C 1.313 -4.364 0.700 -0.085
C -1.700 2.314 0.268 -0.083
C 0.087 -5.745 2.400 -0.099
C -2.912 -4.095 3.565 -0.114
H 1.891 -0.459 -7.268 0.091
C -1.391 1.054 0.779 -0.152
H 7.345 -1.932 2.703 0.125
C -0.175 1.887 -2.829 -0.591
H 1.251 -3.529 -0.006 0.060
C -3.971 1.479 -5.092 -0.031
H -0.661 -5.959 -0.250 0.081
C -2.263 3.297 1.079 -0.099
C -2.535 -3.300 2.474 -0.214
O 1.396 -0.816 -0.773 -0.018
C 4.075 0.847 5.156 -0.269
C 1.328 -3.051 4.166 -0.099
H 0.553 1.601 -7.541 0.076
C -3.545 -2.835 1.626 -0.057
C 5.433 0.589 5.049 0.030
H -0.879 -5.977 2.862 0.065
H 5.194 -0.870 -0.474 0.137
H 6.059 0.668 5.932 0.123
O -5.316 0.349 -0.913 -0.313
N -3.219 -0.835 -1.420 -0.110
H -1.630 -1.437 4.407 0.100
S -2.699 -2.941 -3.248 1.012
C -4.879 -3.172 1.833 -0.072
Si -0.717 -2.964 2.061 0.472
C -5.723 -0.541 -4.347 -0.072
H -1.426 -0.167 2.533 0.060
H 0.715 -2.740 -2.155 0.113
H -2.492 4.272 0.663 0.089
H 8.720 0.884 0.651 0.080
C -2.526 3.037 2.418 -0.128
H 7.193 -1.107 0.438 0.141
H -4.513 -5.056 4.631 0.086
H -0.708 -0.899 6.627 0.094
H -6.416 -0.489 -6.383 0.100
H 2.389 -1.301 -4.984 0.103
N -4.850 1.432 -7.351 0.078
C 0.741 1.199 -6.554 -0.176
C 0.221 1.853 -5.441 -0.584
C -5.731 -0.069 -5.650 -0.048
C -0.343 -2.663 -2.371 -0.243
H -5.156 0.771 -8.041 0.070
H 1.458 -0.115 -3.013 0.089
N -1.074 -1.718 -1.691 0.003
C 2.668 -0.684 -0.784 -0.537
H -2.005 -5.370 0.750 0.076
C -5.227 -3.979 2.909 -0.112
S -4.774 -0.667 -1.773 0.539
C 3.757 0.377 2.849 -0.033
N 5.620 -0.280 1.478 -0.006
H -6.378 -1.346 -4.032 0.107
C 3.424 -0.282 0.479 -0.001

Ordered max |F| results: 0.0153; 0.0596; 0.0146; 0.0180; unit hartree/bohr.